8
Properties=species:S:1:pos:R:3:forces:R:3 method="wB97M-V/def2-TZVPD" de_lowest_ev=2.984 largest_force_ev_per_a=0.830 homo_lumo_gap_ha="0.2767 / 0.2662"
C 1.20235 0.16344 -0.57844 0.140 0.103 0.812
C -1.52314 0.04773 0.66118 -0.360 0.295 -0.629
I 2.17589 -1.37310 0.42145 -0.213 0.363 -0.174
I 1.62554 2.14940 -0.20960 0.243 -0.423 -0.096
I -2.43652 -1.54256 -0.33127 0.295 0.384 0.196
I -2.08361 2.00882 0.22044 -0.125 -0.588 0.132
H 0.92692 -0.07041 -1.58502 -0.214 -0.066 -0.356
H -1.39050 -0.12294 1.71682 0.234 -0.068 0.116



16
Properties=species:S:1:pos:R:3:forces:R:3 method="wB97M-V/def2-TZVPD" de_lowest_ev=3.646 largest_force_ev_per_a=0.490 homo_lumo_gap_ha=0.3776
H -0.04565 -1.17530 1.56517 -0.030 0.027 0.088
N -0.24704 -0.23118 1.91080 -0.367 -0.027 -0.241
C -1.25175 0.23159 1.28700 0.165 -0.048 0.178
C -2.07118 -0.46934 0.23926 0.047 -0.064 -0.036
H -1.56289 1.25317 1.53474 0.020 -0.141 0.022
H -2.30459 0.20674 -0.59027 0.046 -0.067 0.138
H -3.02435 -0.80085 0.67020 0.128 0.077 -0.055
H -1.54010 -1.34192 -0.15560 -0.074 0.115 0.087
C 0.64841 1.33990 -1.11833 0.264 -0.107 -0.146
C 1.30022 0.27288 -0.71314 0.057 0.205 -0.155
C 2.35692 -0.49315 -0.13262 0.261 0.084 0.222
O 1.24004 -1.06822 -0.89214 -0.040 -0.042 -0.192
H 0.88011 2.32244 -0.72890 0.124 -0.121 -0.204
H -0.06876 1.20652 -1.91166 -0.438 0.143 0.167
H 3.29239 -0.54147 -0.68718 -0.039 0.012 0.239
H 2.38985 -0.71569 0.92961 -0.122 -0.046 -0.112



15
Properties=species:S:1:pos:R:3:forces:R:3 method="wB97M-V/def2-TZVPD" de_lowest_ev=5.323 largest_force_ev_per_a=8.714 homo_lumo_gap_ha=0.3429
C -2.30077 0.18464 0.04368 2.453 -0.571 0.554
C 1.02284 -0.46296 -0.13966 1.896 -1.993 2.599
C 2.23282 0.37786 0.02429 3.271 0.114 -2.082
C 3.58541 -0.00416 0.07143 -1.855 2.414 -1.260
H -3.24565 -1.82818 -0.33872 -0.427 5.828 1.237
H -4.29897 -0.05216 0.03551 2.872 -2.005 -0.630
H -1.41440 1.71569 0.28343 -1.765 0.396 -0.564
H 0.95286 -1.59990 0.05439 0.438 1.726 -0.887
H 1.93094 1.45546 -0.20501 0.857 -1.400 0.896
H 4.42864 0.77791 -0.08562 -1.826 -1.186 0.721
H 3.96564 -1.01191 -0.03525 -0.472 -0.230 0.443
N -3.33057 -0.57376 -0.08495 -5.643 -6.581 -0.890
N -2.40296 1.42391 -0.00113 2.991 1.891 0.817
N 0.00538 0.22821 0.07299 -2.678 -0.611 0.158
O -1.13120 -0.63065 0.30462 -0.111 2.207 -1.112